{
  "formula": "C47H117N3O23",
  "method": "wB97M-V/def2-TZVPD",
  "symbols": ["C", "C", "C", "C", "C", "C", "N", "O", "C", "C", "C", "H", "H", "H", "H", "H", "H", "H", "H", "H", "H", "H", "H", "H", "H", "H", "H", "H", "H", "H", "C", "C", "C", "C", "C", "C", "N", "O", "C", "C", "C", "H", "H", "H", "H", "H", "H", "H", "H", "H", "H", "H", "H", "H", "H", "H", "H", "H", "H", "H", "C", "C", "C", "C", "C", "C", "N", "O", "C", "C", "C", "H", "H", "H", "H", "H", "H", "H", "H", "H", "H", "H", "H", "H", "H", "H", "H", "H", "H", "H", "C", "C", "O", "O", "H", "H", "H", "H", "H", "H", "C", "C", "O", "O", "H", "H", "H", "H", "H", "H", "C", "C", "O", "O", "H", "H", "H", "H", "H", "H", "C", "C", "O", "O", "H", "H", "H", "H", "H", "H", "C", "C", "O", "O", "H", "H", "H", "H", "H", "H", "C", "C", "O", "O", "H", "H", "H", "H", "H", "H", "C", "C", "O", "O", "H", "H", "H", "H", "H", "H", "C", "C", "O", "O", "H", "H", "H", "H", "H", "H", "C", "C", "O", "O", "H", "H", "H", "H", "H", "H", "C", "C", "O", "O", "H", "H", "H", "H", "H", "H"],
  "coordinates": [[5.439, 5.322, -4.739], [4.867, 5.332, -3.269], [3.930, 6.620, -3.197], [2.985, 6.576, -2.031], [2.258, 5.237, -1.785], [3.192, 3.958, -1.862], [4.111, 4.077, -3.008], [4.893, 2.922, -3.219], [3.872, 3.718, -0.517], [2.305, 2.740, -2.163], [6.078, 5.651, -2.328], [4.707, 5.298, -5.546], [6.202, 4.570, -4.939], [5.939, 6.251, -5.014], [4.496, 7.552, -3.181], [3.339, 6.664, -4.112], [2.284, 7.401, -1.904], [3.547, 6.835, -1.133], [1.409, 5.102, -2.455], [1.835, 5.220, -0.780], [4.326, 4.671, -0.245], [3.236, 3.386, 0.304], [4.789, 3.129, -0.529], [1.523, 2.881, -1.416], [1.814, 2.800, -3.134], [2.692, 1.725, -2.075], [6.477, 6.619, -2.629], [6.803, 4.838, -2.363], [5.849, 5.701, -1.263], [4.610, 2.596, -4.077], [-5.701, 0.967, 0.791], [-5.256, 2.491, 0.561], [-4.231, 2.717, 1.702], [-3.252, 3.880, 1.301], [-2.679, 3.741, -0.098], [-3.705, 3.609, -1.200], [-4.725, 2.596, -0.840], [-5.702, 2.499, -1.803], [-4.380, 4.968, -1.528], [-3.058, 3.158, -2.499], [-6.468, 3.411, 0.841], [-6.555, 0.719, 0.160], [-5.954, 0.872, 1.846], [-4.950, 0.182, 0.701], [-4.736, 3.071, 2.601], [-3.509, 1.907, 1.804], [-2.431, 3.781, 2.012], [-3.699, 4.868, 1.417], [-1.969, 2.917, -0.171], [-2.134, 4.655, -0.334], [-5.211, 4.934, -2.233], [-4.644, 5.471, -0.598], [-3.628, 5.570, -2.039], [-3.715, 2.661, -3.213], [-2.523, 4.019, -2.902], [-2.234, 2.459, -2.360], [-7.334, 2.860, 0.477], [-6.442, 4.359, 0.304], [-6.643, 3.724, 1.871], [-6.327, 3.182, -1.548], [-0.928, -3.240, 1.279], [0.390, -2.551, 0.801], [0.224, -2.164, -0.713], [-0.665, -0.974, -0.991], [-0.036, 0.173, -0.221], [0.298, -0.034, 1.293], [0.871, -1.345, 1.631], [0.939, -1.670, 3.014], [1.378, 1.067, 1.566], [-0.974, 0.152, 2.103], [1.511, -3.601, 0.858], [-1.822, -2.632, 1.139], [-0.975, -3.366, 2.361], [-1.135, -4.156, 0.724], [1.197, -1.987, -1.171], [-0.184, -3.015, -1.259], [-1.681, -1.147, -0.634], [-0.689, -0.587, -2.010], [-0.723, 1.018, -0.261], [0.802, 0.426, -0.870], [2.404, 0.749, 1.379], [1.293, 1.947, 0.928], [1.340, 1.507, 2.562], [-0.672, 0.227, 3.148], [-1.577, 1.039, 1.906], [-1.782, -0.559, 1.929], [1.240, -4.433, 0.208], [1.788, -3.832, 1.886], [2.492, -3.225, 0.568], [0.079, -1.370, 3.316], [-2.819, -2.286, 5.176], [-3.991, -1.420, 4.573], [-3.876, -1.290, 3.159], [-1.552, -1.607, 5.101], [-2.761, -3.142, 4.504], [-3.092, -2.645, 6.168], [-4.203, -0.449, 5.021], [-4.966, -1.882, 4.730], [-3.475, -0.434, 2.994], [-0.916, -2.260, 5.403], [-4.302, -1.784, -3.375], [-4.614, -0.494, -2.553], [-3.572, 0.125, -1.895], [-5.351, -2.603, -3.694], [-3.532, -2.374, -2.877], [-3.789, -1.536, -4.304], [-5.287, -0.686, -1.717], [-5.150, 0.231, -3.165], [-3.859, 1.027, -1.737], [-5.487, -3.145, -2.914], [5.110, -0.942, -0.497], [5.790, -0.377, -1.740], [7.206, -0.138, -1.441], [5.607, -0.353, 0.713], [5.189, -2.029, -0.507], [4.073, -0.622, -0.593], [5.312, 0.577, -1.961], [5.640, -1.081, -2.558], [7.288, 0.275, -0.578], [4.984, -0.549, 1.416], [-4.651, -3.158, 0.327], [-5.793, -3.997, -0.248], [-6.219, -3.651, -1.609], [-4.680, -3.413, 1.728], [-4.750, -2.080, 0.192], [-3.698, -3.365, -0.160], [-6.637, -3.989, 0.442], [-5.465, -5.036, -0.218], [-7.080, -4.060, -1.723], [-4.263, -2.626, 2.087], [-2.697, 2.866, 5.448], [-1.251, 2.298, 5.526], [-0.399, 3.349, 5.904], [-3.253, 3.348, 6.648], [-3.385, 2.244, 4.877], [-2.625, 3.702, 4.753], [-1.023, 1.915, 4.532], [-1.266, 1.570, 6.338], [0.433, 2.926, 6.127], [-2.926, 4.210, 6.916], [3.002, -8.258, 2.090], [1.929, -7.366, 2.744], [0.828, -7.113, 1.939], [3.631, -7.605, 0.989], [2.447, -9.078, 1.636], [3.687, -8.662, 2.835], [2.368, -6.455, 3.151], [1.583, -7.946, 3.600], [1.138, -6.872, 1.063], [4.342, -7.111, 1.403], [6.135, -3.566, 2.184], [4.745, -4.224, 2.082], [4.883, -5.570, 2.484], [7.063, -4.028, 1.174], [6.604, -3.651, 3.165], [6.044, -2.483, 2.103], [4.545, -4.233, 1.011], [3.974, -3.695, 2.642], [5.687, -5.939, 2.111], [7.074, -3.466, 0.396], [-1.086, 0.208, -5.438], [-2.095, 1.168, -6.101], [-1.552, 1.792, -7.272], [-0.353, -0.557, -6.365], [-1.459, -0.478, -4.679], [-0.306, 0.772, -4.926], [-2.460, 1.952, -5.436], [-2.942, 0.583, -6.460], [-1.412, 2.720, -7.072], [-0.035, 0.014, -7.068], [4.257, -1.408, 4.332], [3.640, -0.517, 5.436], [4.307, 0.682, 5.632], [3.760, -1.137, 3.003], [4.118, -2.482, 4.461], [5.316, -1.165, 4.410], [3.720, -1.015, 6.402], [2.598, -0.282, 5.219], [5.242, 0.582, 5.826], [2.804, -1.063, 2.945], [-1.096, -4.940, -3.524], [0.108, -4.363, -4.322], [0.572, -5.122, -5.420], [-2.057, -5.125, -4.546], [-1.534, -4.169, -2.891], [-0.925, -5.833, -2.923], [0.895, -4.190, -3.588], [-0.149, -3.385, -4.730], [0.115, -4.748, -6.177], [-2.096, -4.388, -5.159]],
  "homo_energy_ha": [-0.387, -0.387],
  "s2": 0.754,
  "lumo_energy_ha": [-0.0989, -0.2618],
  "spin_multiplicity": 2,
  "fmax_ev_per_a": 3.60,
  "gap_ev": [7.836, 3.405],
  "charge": 1
}

{
  "formula": "C2H7N3P",
  "method": "wB97M-V/def2-TZVPD",
  "symbols": ["C", "C", "N", "N", "N", "P", "H", "H", "H", "H", "H", "H", "H"],
  "coordinates": [[-0.057, 0.686, 0.320], [-0.674, -1.380, -0.174], [-1.049, -0.140, 0.342], [2.003, -0.247, -1.437], [0.075, 1.947, 0.598], [1.178, -0.638, -0.197], [-0.922, -2.356, 0.372], [-0.859, -1.491, -1.198], [-1.918, -0.041, 0.853], [2.905, -0.712, -1.673], [-0.676, 2.490, 0.882], [0.790, 2.444, 0.127], [1.991, -0.877, 0.939]],
  "homo_energy_ha": -0.501,
  "lumo_energy_ha": -0.1568,
  "fmax_ev_per_a": 4.36,
  "de_lowest_kcal_mol": 68.5,
  "gap_ev": 9.373,
  "charge": 1
}

{
  "formula": "C14H48N12O10",
  "method": "wB97M-V/def2-TZVPD",
  "symbols": ["C", "C", "O", "H", "H", "H", "H", "H", "H", "C", "C", "O", "H", "H", "H", "H", "H", "H", "C", "C", "O", "H", "H", "H", "H", "H", "H", "C", "C", "O", "H", "H", "H", "H", "H", "H", "C", "O", "N", "N", "H", "H", "H", "H", "C", "O", "N", "N", "H", "H", "H", "H", "C", "O", "N", "N", "H", "H", "H", "H", "C", "O", "N", "N", "H", "H", "H", "H", "C", "O", "N", "N", "H", "H", "H", "H", "C", "O", "N", "N", "H", "H", "H", "H"],
  "coordinates": [[4.524, -2.590, -2.666], [3.876, -1.230, -2.474], [2.533, -1.451, -2.009], [4.133, -3.115, -3.540], [4.517, -3.190, -1.763], [5.579, -2.455, -2.953], [3.884, -0.649, -3.399], [4.388, -0.620, -1.730], [2.073, -1.908, -2.732], [-1.428, -2.891, -3.235], [-0.520, -1.984, -4.079], [0.834, -2.445, -3.999], [-1.383, -3.936, -3.541], [-2.468, -2.591, -3.395], [-1.152, -2.761, -2.193], [-0.493, -1.020, -3.571], [-0.918, -1.899, -5.089], [1.020, -3.086, -4.690], [-1.892, 2.019, 4.748], [-1.855, 1.484, 3.339], [-1.225, 0.223, 3.335], [-2.440, 1.381, 5.441], [-2.354, 3.008, 4.804], [-0.879, 2.179, 5.124], [-1.346, 2.213, 2.699], [-2.868, 1.416, 2.920], [-1.139, -0.103, 2.433], [-3.259, 5.166, -0.681], [-2.371, 3.939, -0.557], [-2.979, 2.863, 0.126], [-2.741, 5.943, -1.244], [-3.546, 5.505, 0.314], [-4.131, 4.936, -1.297], [-1.411, 4.258, -0.150], [-2.162, 3.600, -1.582], [-2.313, 2.156, 0.063], [1.447, -2.973, 2.451], [0.941, -3.760, 1.668], [2.332, -3.349, 3.416], [1.160, -1.634, 2.370], [2.672, -4.287, 3.292], [2.894, -2.716, 3.953], [0.591, -1.374, 1.582], [1.658, -0.927, 2.877], [1.610, 4.147, 1.039], [1.919, 3.978, -0.137], [2.433, 4.861, 1.878], [0.452, 3.706, 1.574], [2.133, 5.057, 2.813], [3.164, 5.364, 1.409], [-0.190, 3.320, 0.899], [0.192, 3.819, 2.534], [-3.457, -1.162, 1.052], [-2.474, -1.871, 0.799], [-3.843, -0.093, 0.310], [-4.064, -1.217, 2.267], [-3.542, 0.050, -0.637], [-4.522, 0.544, 0.686], [-4.861, -0.640, 2.447], [-3.557, -1.837, 2.876], [0.161, 0.472, -0.321], [-0.686, 1.352, -0.123], [1.482, 0.713, -0.406], [-0.185, -0.841, -0.421], [2.093, -0.080, -0.532], [1.828, 1.654, -0.525], [-1.076, -1.143, -0.027], [0.513, -1.501, -0.728], [4.867, 2.593, -2.290], [5.768, 2.927, -1.541], [3.565, 2.932, -2.091], [5.080, 1.886, -3.449], [2.854, 2.806, -2.789], [3.288, 3.523, -1.314], [4.306, 1.670, -4.047], [6.027, 1.728, -3.735], [-2.918, -5.511, 0.852], [-2.964, -6.698, 0.556], [-2.013, -4.641, 0.338], [-3.680, -5.002, 1.874], [-1.301, -4.990, -0.273], [-2.109, -3.648, 0.526], [-4.361, -5.577, 2.328], [-3.715, -4.000, 1.939]],
  "homo_energy_ha": -0.328,
  "lumo_energy_ha": 0.0121,
  "fmax_ev_per_a": 1.97,
  "de_lowest_kcal_mol": 0.0,
  "gap_ev": 9.256,
  "smiles": "NC(N)=O.NC(N)=O.NC(N)=O.NC(N)=O.NC(N)=O.NC(N)=O.CCO.CCO.CCO.CCO"
}

{
  "formula": "C4H12N2O",
  "method": "wB97M-V/def2-TZVPD",
  "symbols": ["N", "C", "C", "N", "C", "C", "O", "H", "H", "H", "H", "H", "H", "H", "H", "H", "H", "H", "H"],
  "coordinates": [[-0.736, 1.884, 1.505], [-1.237, 1.101, 0.352], [-0.371, 1.331, -0.873], [0.863, 0.538, -0.824], [0.755, -0.905, -1.104], [0.971, -1.724, 0.168], [-0.237, -2.139, 0.829], [-0.965, -2.019, 0.207], [-0.673, 2.855, 1.226], [0.185, 1.517, 1.711], [-2.248, 1.450, 0.150], [-1.101, 0.052, 0.591], [-0.845, 1.038, -1.829], [-0.049, 2.324, -1.170], [1.457, 0.956, -1.526], [-0.109, -1.257, -1.667], [1.658, -1.100, -1.687], [1.545, -1.194, 0.912], [1.538, -2.631, -0.080]],
  "homo_energy_ha": -0.328,
  "lumo_energy_ha": 0.0336,
  "fmax_ev_per_a": 2.30,
  "de_lowest_kcal_mol": 48.2,
  "gap_ev": 9.849,
  "smiles": "NCCNCCO"
}